Version w
C4H6FN | ωB97M-V/def2-TZVPD

As for the HOMO-LUMO gap: 10.24 eV. The calculation puts the HOMO energy at -9.28 eV.

```
12
C4H6FN ωB97M-V/def2-TZVPD
C 2.366 0.062 -0.713
C 1.172 0.134 -0.115
N 0.622 -0.525 1.011
F 0.441 1.339 -0.430
H 2.593 0.619 -1.605
H 2.987 -0.817 -0.697
H 0.123 -1.396 0.824
H -0.140 0.058 1.468
C -2.229 0.064 -0.435
C -2.913 0.127 0.544
H -1.741 -0.161 -1.296
H -3.281 0.495 1.443
```

---

Version x
C4H6FN | ωB97M-V/def2-TZVPD

As for the HOMO-LUMO gap: 9.42 eV. The calculation puts the HOMO energy at -8.36 eV.

```
12
C4H6FN ωB97M-V/def2-TZVPD
C 0.352 -0.111 0.588
C -0.368 -1.154 -1.117
C -1.116 0.186 -0.733
C 1.067 0.809 1.520
N 0.548 -1.183 -0.029
F -0.959 1.117 -1.634
H -1.056 -2.068 -0.916
H 0.190 -0.938 -2.077
H -2.081 0.050 -0.354
H 1.072 1.720 0.785
H 2.010 0.471 1.757
H 0.342 1.101 2.209
```

---

Going by the computed energies, the most stable comes first: version w, version x.

---

Version w
C7H12N3 | ωB97M-V/def2-TZVPD

As for the HOMO-LUMO gap: 8.46 eV. The charge is +1. The calculation puts the HOMO energy at -13.55 eV.

```
22
C7H12N3 ωB97M-V/def2-TZVPD
C -0.715 1.041 0.405
C -2.275 1.984 -0.587
C 1.348 -0.336 -0.127
C 0.278 -2.152 -1.536
C 3.456 -0.697 0.716
C -3.489 2.099 1.660
C 1.457 -1.144 -1.411
N 0.158 0.363 0.028
N 2.143 -0.202 0.835
N -3.157 2.332 0.227
H -0.666 -1.716 -1.366
H 0.482 -2.933 -0.814
H 0.240 -2.588 -2.470
H 4.232 0.109 0.612
H 3.725 -1.103 1.663
H 3.604 -1.407 -0.076
H -4.432 1.606 1.707
H -2.715 1.460 2.167
H -3.587 2.966 2.237
H 1.503 -0.462 -2.237
H 2.500 -1.700 -1.363
H -4.089 2.481 -0.271
```

---

Version x
C7H12N3 | ωB97M-V/def2-TZVPD

As for the HOMO-LUMO gap: 11.72 eV. The charge is +1. The calculation puts the HOMO energy at -15.28 eV.

```
22
C7H12N3 ωB97M-V/def2-TZVPD
C 2.695 0.230 0.164
C 1.329 0.042 0.836
C 0.200 -0.270 -0.181
C 0.325 -1.627 -0.561
N 0.355 -2.768 -0.516
C -0.125 0.721 -1.252
C -1.630 0.629 -1.550
N -2.237 0.207 -0.275
C -1.387 -0.201 0.619
N -1.603 -0.474 1.871
H 2.982 -0.749 -0.387
H 3.573 0.259 0.965
H 2.738 1.262 -0.342
H 1.091 0.869 1.606
H 1.492 -0.834 1.557
H 0.494 0.519 -2.090
H 0.249 1.665 -0.879
H -2.193 1.509 -1.874
H -1.820 -0.028 -2.383
H -3.043 0.690 -0.010
H -0.864 -0.920 2.470
H -2.623 -0.730 2.214
```

---

Version y
C7H12N3 | ωB97M-V/def2-TZVPD

As for the HOMO-LUMO gap: 9.31 eV. The charge is +1. The calculation puts the HOMO energy at -13.20 eV.

```
22
C7H12N3 ωB97M-V/def2-TZVPD
C -0.043 -2.212 1.521
N -0.988 -1.429 0.657
N -0.277 -1.125 -0.563
C 0.358 0.044 -0.756
C 1.533 0.081 -1.524
C 2.073 1.250 -1.978
C 1.386 2.404 -1.728
C 0.359 2.433 -0.832
N -0.175 1.252 -0.417
C -1.301 1.234 0.629
H 0.764 -1.517 1.433
H -0.454 -2.175 2.492
H 0.286 -3.074 1.105
H -1.831 -2.030 0.507
H 0.168 -2.030 -0.765
H 1.987 -0.930 -1.756
H 2.944 1.112 -2.645
H 1.732 3.389 -1.854
H -0.275 3.322 -0.499
H -0.925 1.153 1.712
H -1.913 2.103 0.393
H -1.930 0.344 0.429
```

---

Version z
C7H12N3 | ωB97M-V/def2-TZVPD

As for the HOMO-LUMO gap (alpha / beta): 8.09 / 5.67 eV. The charge is +1. The calculation puts the HOMO energy (alpha / beta) at -13.83 / -12.89 eV.

```
22
C7H12N3 ωB97M-V/def2-TZVPD
C -2.669 -0.017 -0.107
C -3.715 -0.526 0.317
C -0.668 -0.697 -1.339
C 0.443 0.375 -1.675
C 0.631 1.024 0.629
C -0.524 -0.059 1.076
C 2.325 -0.409 -0.239
N -1.379 -0.294 -0.102
N 1.261 0.480 -0.497
N -1.168 0.307 2.261
H -1.378 -0.836 -2.197
H -0.229 -1.617 -1.177
H 1.084 0.216 -2.584
H -0.012 1.375 -1.720
H 0.148 2.002 0.363
H 1.317 1.192 1.394
H 0.013 -1.125 1.123
H 2.088 -1.390 -0.599
H 3.277 -0.110 -0.661
H 2.435 -0.594 0.820
H -1.752 1.145 2.174
H -1.528 -0.441 2.742
```

---

Going by the computed energies, the most stable comes first: version x, version y, version w, version z.

---

Version w
C7H12N3 | ωB97M-V/def2-TZVPD

As for the HOMO-LUMO gap: 6.21 eV. The charge is +1. The calculation puts the HOMO energy at -11.32 eV.

```
22
C7H12N3 ωB97M-V/def2-TZVPD
C -2.305 1.161 0.020
N -1.411 1.005 0.993
C -0.406 0.106 0.979
C -0.293 -1.014 0.196
C -1.296 -1.615 -0.792
C 0.985 -1.767 0.132
C 2.194 -1.178 0.265
N 2.385 0.091 0.515
C 1.746 1.180 0.285
N 1.379 1.689 -0.890
H -2.810 2.149 0.031
H -2.566 0.274 -0.558
H -1.207 1.941 1.373
H 0.154 0.036 1.912
H -2.179 -1.828 -0.078
H -0.849 -2.485 -1.304
H -1.614 -1.039 -1.606
H 0.857 -2.814 0.017
H 2.983 -1.786 0.234
H 1.849 2.022 1.095
H 1.168 2.727 -1.118
H 1.236 1.144 -1.701
```

---

Version x
C7H12N3 | ωB97M-V/def2-TZVPD

As for the HOMO-LUMO gap: 8.64 eV. The charge is +1. The calculation puts the HOMO energy at -12.06 eV.

```
22
C7H12N3 ωB97M-V/def2-TZVPD
C -2.691 -1.255 0.565
N -2.434 -0.036 -0.173
C -0.932 0.095 -0.577
C -0.409 1.442 -0.597
C 0.131 0.484 0.455
C 1.534 -0.012 0.233
C 2.007 -0.948 -0.613
N 3.396 -0.930 -0.562
C 3.739 0.079 0.204
N 2.597 0.691 0.687
H -2.258 -2.125 0.092
H -2.252 -1.056 1.578
H -3.783 -1.271 0.759
H -2.831 0.740 0.381
H -2.661 0.043 -1.175
H -0.806 -0.435 -1.506
H -1.075 2.246 -0.470
H 0.296 1.614 -1.366
H -0.286 0.314 1.436
H 1.458 -1.835 -0.937
H 4.680 0.580 0.264
H 2.580 1.573 1.322
```

---

Going by the computed energies, the most stable comes first: version x, version w.